{
  "formula": "C5H7NO",
  "method": "the ωB97M-V functional and the def2-TZVPD basis",
  "symbols": ["C", "C", "C", "C", "C", "N", "O", "H", "H", "H", "H", "H", "H", "H"],
  "coordinates": [[-1.061, -0.190, 2.589], [-0.310, -0.255, 1.666], [0.289, -1.065, -0.697], [-0.786, 1.387, -0.918], [0.646, -0.447, 0.573], [1.182, -1.216, -1.616], [1.779, 0.165, 0.750], [-1.752, 0.149, 3.276], [-0.767, -1.469, -0.597], [-1.777, 1.110, -1.038], [0.104, 1.604, -1.479], [-0.788, 1.888, 0.097], [1.035, -1.514, -2.547], [2.206, -0.147, -0.059]],
  "homo_ha": [-0.3128, -0.2813],
  "multiplicity": 1,
  "lumo_energy_ev": [-0.623, 0.178],
  "homo_lumo_gap_ha": [0.28987, 0.28787]
}